{
  "formula": "C19H17BrFN5OPdS",
  "method": "ωB97M-V/def2-TZVPD",
  "e_lumo_ev": -0.581,
  "de_lowest_kcal_mol": 11.8,
  "largest_force_ev_per_a": 0.68,
  "e_homo_ev": -7.4515,
  "multiplicity": 1,
  "homo_lumo_gap_ev": 6.87,
  "species": ["Pd", "Br", "C", "C", "C", "C", "C", "C", "N", "N", "C", "C", "C", "C", "O", "C", "N", "C", "C", "C", "C", "H", "H", "H", "H", "H", "H", "H", "H", "H", "S", "C", "N", "C", "C", "C", "N", "H", "H", "H", "H", "H", "H", "H", "H", "F"],
  "xyz": [[-2.2895, 3.0863, -0.0991], [2.2451, -8.9426, 2.8818], [1.9057, -7.0860, 2.7239], [2.4487, -6.2135, 3.6511], [2.2016, -4.8562, 3.5197], [1.4092, -4.3807, 2.4833], [0.8758, -5.2709, 1.5540], [1.1242, -6.6257, 1.6727], [1.2223, -2.9710, 2.4392], [0.3158, -2.5999, 1.6732], [0.1005, -1.2153, 1.6038], [0.8435, -0.2632, 2.2872], [0.5757, 1.0954, 2.1959], [-0.4580, 1.5715, 1.3832], [-0.7541, 2.8232, 1.2536], [-1.2114, 0.5921, 0.6579], [-2.2199, 1.0842, -0.1272], [-3.0185, 0.2593, -0.7605], [-2.8552, -1.1353, -0.6761], [-1.8359, -1.6537, 0.0696], [-0.9674, -0.7855, 0.7753], [3.0581, -6.5887, 4.4610], [2.6173, -4.1464, 4.2228], [0.2757, -4.8917, 0.7393], [0.7201, -7.3245, 0.9535], [1.6488, -0.6095, 2.9209], [1.1550, 1.8145, 2.7592], [-3.7876, 0.7038, -1.3765], [-3.5381, -1.7764, -1.2150], [-1.6846, -2.7207, 0.1495], [-2.9189, 3.3333, -2.3745], [-1.2918, 3.8570, -2.7050], [-0.7915, 4.9258, -2.1181], [0.6140, 5.3034, -2.2175], [1.1667, 4.8636, -3.5627], [0.8704, 3.3870, -3.7638], [-0.5610, 3.1696, -3.5882], [-1.3413, 5.2639, -1.3061], [1.1689, 4.8437, -1.3944], [0.6770, 6.3842, -2.1028], [2.2406, 5.0395, -3.6072], [0.6951, 5.4423, -4.3591], [1.4227, 2.7890, -3.0327], [1.1540, 3.0525, -4.7604], [-0.9925, 2.3352, -3.9483], [-2.2353, 5.0370, 0.0636]],
  "lowdin_charge": [0.840, 0.729, -0.697, -0.127, -0.025, -0.254, -0.026, -0.127, 0.059, 0.063, -0.222, -0.010, 0.001, -0.363, -0.153, -0.138, -0.058, -0.127, -0.037, 0.012, -0.095, 0.100, 0.112, 0.100, 0.100, 0.107, 0.116, 0.088, 0.108, 0.109, 0.629, -0.770, 0.023, -0.151, -0.162, -0.163, 0.018, 0.077, 0.131, 0.126, 0.118, 0.123, 0.127, 0.122, 0.122, -0.555]
}

=====

{
  "formula": "C8H10BrF2NO2",
  "method": "ωB97M-V/def2-TZVPD",
  "e_lumo_ev": 0.022,
  "de_lowest_kcal_mol": 42.4,
  "largest_force_ev_per_a": 4.08,
  "e_homo_ev": -9.7834,
  "multiplicity": 1,
  "homo_lumo_gap_ev": 9.81,
  "species": ["C", "C", "C", "C", "C", "C", "F", "F", "C", "N", "O", "O", "C", "Br", "H", "H", "H", "H", "H", "H", "H", "H", "H", "H"],
  "xyz": [[0.7978, -0.3044, -1.5903], [-0.1790, 0.7514, -1.1571], [-1.1697, 0.5862, -0.2729], [-1.3502, -0.3133, 0.9574], [-0.6410, -1.6351, 1.1205], [0.8718, -1.4160, 1.4000], [1.5613, -2.3107, 0.5858], [1.0589, -2.0246, 2.6091], [1.3081, -0.0188, 1.3175], [0.4919, 0.8605, 1.8137], [0.8155, 2.0395, 1.8764], [-0.8388, 0.5007, 2.0405], [-0.2565, 1.9875, -2.0011], [-1.0725, 1.6024, -3.8284], [0.5087, -1.3561, -1.3286], [1.6963, -0.3718, -1.1045], [0.8621, -0.3054, -2.7365], [-1.9761, 1.4469, -0.1670], [-2.4607, -0.5622, 0.9048], [-1.0912, -2.0728, 2.0104], [-0.9912, -2.2763, 0.3487], [2.3077, 0.1237, 1.0573], [0.6079, 2.4230, -2.3506], [-0.8613, 2.6456, -1.5049]],
  "lowdin_charge": [-0.049, -0.352, -0.006, -0.257, -0.028, -0.456, 0.052, 0.077, 0.037, -0.249, 0.064, 0.038, -0.449, 0.557, 0.093, 0.030, 0.099, 0.166, 0.177, 0.133, 0.124, 0.145, 0.027, 0.027]
}

=====

{
  "formula": "C5H10O2",
  "method": "ωB97M-V/def2-TZVPD",
  "e_lumo_ev": 0.546,
  "de_lowest_kcal_mol": 73.7,
  "largest_force_ev_per_a": 3.82,
  "e_homo_ev": -8.3960,
  "multiplicity": 1,
  "homo_lumo_gap_ev": 8.94,
  "species": ["C", "C", "C", "C", "C", "O", "H", "H", "H", "H", "H", "H", "H", "H", "O", "H", "H"],
  "xyz": [[1.0028, -0.7297, -2.4664], [0.2988, 0.0950, -1.6498], [-0.3545, -0.3272, -0.4702], [-0.8112, 0.3606, 0.5752], [-1.8878, -0.1376, 1.5403], [-0.2816, 1.5898, 0.8198], [1.9361, -0.3381, -2.9744], [0.6033, -1.7865, -2.5808], [0.4800, 1.1534, -1.6370], [-0.7188, -1.3481, -0.5719], [-2.2183, -1.1463, 1.2707], [-2.8512, 0.5275, 1.5352], [-1.5217, -0.1626, 2.5790], [0.4663, 1.5255, 1.4586], [1.9830, 0.0342, 1.2473], [2.5308, 0.7144, 0.8390], [1.3440, -0.0242, 0.4854]],
  "lowdin_charge": [0.017, -0.204, -0.148, -0.395, -0.021, 0.001, 0.075, 0.079, 0.101, 0.124, 0.071, 0.119, 0.078, 0.114, -0.070, 0.050, 0.009]
}

=====

{
  "formula": "C38H103N9O10",
  "method": "ωB97M-V/def2-TZVPD",
  "e_lumo_ev": 0.579,
  "de_lowest_kcal_mol": 152.5,
  "largest_force_ev_per_a": 4.92,
  "e_homo_ev": -8.5452,
  "multiplicity": 1,
  "homo_lumo_gap_ev": 9.12,
  "species": ["C", "O", "C", "C", "C", "N", "H", "H", "H", "H", "H", "H", "H", "H", "H", "H", "H", "C", "O", "C", "C", "C", "N", "H", "H", "H", "H", "H", "H", "H", "H", "H", "H", "H", "C", "O", "C", "C", "C", "N", "H", "H", "H", "H", "H", "H", "H", "H", "H", "H", "H", "C", "O", "C", "C", "C", "N", "H", "H", "H", "H", "H", "H", "H", "H", "H", "H", "H", "C", "O", "C", "C", "C", "N", "H", "H", "H", "H", "H", "H", "H", "H", "H", "H", "H", "C", "O", "C", "C", "C", "N", "H", "H", "H", "H", "H", "H", "H", "H", "H", "H", "H", "C", "O", "C", "C", "C", "N", "H", "H", "H", "H", "H", "H", "H", "H", "H", "H", "H", "C", "O", "C", "C", "C", "N", "H", "H", "H", "H", "H", "H", "H", "H", "H", "H", "H", "C", "O", "C", "C", "N", "C", "C", "O", "C", "H", "H", "H", "H", "H", "H", "H", "H", "H", "H", "H", "H", "H", "H", "H"],
  "xyz": [[19.1966, 19.8861, -7.9582], [19.0425, 21.2480, -7.7772], [19.4256, 21.8101, -6.4960], [18.7679, 23.2124, -6.1836], [18.7443, 24.1671, -7.3327], [19.5705, 23.9395, -5.2308], [20.1562, 19.5137, -7.5995], [19.2503, 19.6857, -9.0283], [18.4355, 19.1694, -7.6496], [19.2022, 21.2264, -5.6030], [20.5029, 21.9761, -6.5013], [17.7933, 23.0640, -5.7185], [18.2579, 25.1140, -7.0983], [18.1957, 23.8440, -8.2174], [19.6721, 24.4359, -7.8376], [19.4060, 24.9352, -5.2710], [19.3167, 23.6593, -4.2943], [11.6962, 21.8686, -8.3429], [12.5730, 20.6798, -8.2267], [13.3217, 20.7095, -7.0342], [14.2105, 19.4917, -6.7003], [14.4181, 19.3793, -5.2072], [15.5544, 19.6152, -7.2619], [11.1193, 22.0836, -7.4434], [10.9228, 21.8770, -9.1109], [12.1945, 22.8191, -8.5338], [13.9196, 21.6208, -7.0442], [12.6237, 20.8870, -6.2160], [13.7156, 18.5671, -6.9973], [14.7343, 18.3736, -4.9303], [13.5126, 19.5874, -4.6373], [15.1416, 19.9496, -4.6246], [15.3943, 19.8496, -8.2312], [16.1652, 20.3644, -6.9688], [12.4077, 20.4661, -11.9078], [13.2784, 21.5590, -12.3690], [14.6524, 21.2348, -12.5411], [15.4708, 21.1467, -11.2274], [15.3965, 22.3746, -10.2998], [16.9110, 20.9779, -11.4357], [12.9152, 19.9595, -11.0869], [12.2766, 19.7442, -12.7139], [11.4999, 20.8875, -11.4759], [14.7306, 20.2778, -13.0569], [15.1688, 21.9573, -13.1730], [15.2232, 20.2248, -10.7013], [14.3428, 22.5500, -10.0830], [15.8803, 23.1935, -10.8322], [15.8028, 22.2928, -9.2917], [17.1201, 20.4456, -12.2682], [17.3926, 20.4833, -10.6984], [14.4426, 25.9519, -12.6516], [13.8063, 26.2737, -11.4201], [12.6358, 25.5002, -11.2215], [11.9875, 25.8114, -9.9114], [12.8924, 25.9194, -8.7260], [10.9052, 24.8615, -9.7306], [15.2563, 26.5759, -13.0213], [13.6974, 25.7888, -13.4302], [14.8271, 24.9519, -12.4509], [12.0470, 25.6477, -12.1268], [12.9984, 24.4744, -11.1556], [11.4000, 26.7039, -10.1268], [13.5315, 25.0521, -8.5604], [12.2169, 26.0628, -7.8826], [13.6601, 26.6846, -8.8413], [10.2675, 25.0316, -10.4952], [10.3334, 25.1852, -8.9636], [12.1020, 17.4398, -1.9311], [12.4199, 16.1486, -1.7961], [13.7377, 15.8135, -2.2330], [14.0486, 14.3645, -1.7906], [14.0204, 14.1766, -0.2004], [15.3598, 13.8798, -2.2408], [12.9304, 18.0550, -1.5799], [11.0994, 17.7163, -1.6049], [12.1128, 17.5455, -3.0159], [13.9638, 15.9148, -3.2944], [14.3681, 16.5634, -1.7552], [13.2847, 13.7220, -2.2285], [14.3249, 13.1465, -0.0148], [13.0447, 14.3340, 0.2592], [14.7775, 14.6779, 0.4026], [15.1783, 13.8289, -3.2330], [15.4823, 12.9479, -1.8710], [6.6385, 21.8166, -8.5264], [7.4556, 22.4477, -7.5992], [6.8520, 23.4965, -6.8337], [7.8090, 24.3450, -6.0052], [8.5276, 25.2654, -7.0846], [8.7670, 23.5457, -5.4006], [7.2006, 20.9101, -8.7507], [6.5644, 22.3122, -9.4944], [5.6834, 21.4966, -8.1097], [6.2648, 24.2257, -7.3918], [6.1207, 23.0828, -6.1394], [7.3081, 25.0339, -5.3250], [8.8668, 24.7162, -7.9630], [9.3101, 25.7236, -6.4799], [7.9126, 26.1453, -7.2734], [9.1295, 22.8358, -6.0209], [8.2188, 23.0470, -4.7145], [6.0947, 18.6878, -15.2158], [6.2032, 19.8079, -14.2852], [6.8486, 19.3414, -13.1030], [7.6366, 20.4413, -12.2661], [8.6084, 19.9887, -11.1557], [6.7565, 21.4532, -11.7963], [7.0241, 18.3148, -15.6462], [5.4512, 18.9118, -16.0665], [5.6774, 17.7446, -14.8634], [6.1233, 18.8368, -12.4647], [7.5341, 18.5130, -13.2819], [8.3489, 20.8575, -12.9786], [8.3130, 19.0001, -10.8042], [8.8451, 20.6861, -10.3521], [9.5234, 19.7124, -11.6797], [5.9357, 21.1159, -11.3140], [6.3993, 21.8293, -12.6629], [20.7344, 18.0121, -2.4709], [19.7921, 18.9326, -2.0349], [18.7985, 18.5553, -1.1365], [17.6582, 17.6107, -1.7239], [16.6208, 18.2273, -2.6702], [16.9241, 17.0164, -0.6230], [21.4532, 17.6941, -1.7157], [21.4670, 18.5911, -3.0333], [20.4061, 17.1636, -3.0711], [19.2480, 18.1297, -0.2393], [18.5643, 19.5847, -0.8651], [18.2368, 16.7929, -2.1535], [15.9165, 17.4781, -3.0317], [17.1115, 18.5098, -3.6017], [16.0722, 19.0943, -2.3022], [17.6041, 16.5404, -0.0476], [16.3368, 16.2188, -0.8204], [9.4425, 15.5293, -13.7034], [10.8493, 15.3819, -13.5010], [11.3640, 15.9715, -12.3153], [12.4759, 15.1755, -11.7842], [13.1956, 15.6264, -10.5876], [13.6183, 17.0423, -10.5821], [14.5648, 17.2462, -9.4379], [15.6698, 16.3660, -9.4450], [16.8821, 16.6957, -8.8018], [9.1189, 16.5529, -13.8919], [8.8408, 14.9916, -12.9707], [9.0426, 15.0758, -14.6104], [10.5576, 15.8606, -11.5903], [11.6708, 17.0148, -12.3895], [13.2713, 15.1347, -12.5284], [12.1123, 14.1555, -11.6597], [14.0272, 15.0714, -10.4444], [12.7764, 17.7346, -10.5790], [14.3028, 17.2900, -11.3934], [14.0580, 17.2513, -8.4729], [15.0369, 18.2217, -9.5542], [16.7479, 17.0465, -7.7786], [17.3613, 17.5430, -9.2922], [17.5137, 15.8175, -8.9359]],
  "lowdin_charge": [-0.153, -0.181, -0.142, -0.430, -0.088, 0.014, 0.088, 0.077, 0.062, 0.117, 0.119, 0.129, 0.077, 0.067, 0.090, 0.067, 0.072, -0.069, -0.181, -0.213, -0.386, -0.078, 0.060, 0.069, 0.065, 0.053, 0.124, 0.110, 0.123, 0.062, 0.073, 0.073, 0.043, 0.073, -0.050, -0.195, -0.186, -0.418, -0.046, 0.030, 0.059, 0.083, 0.071, 0.117, 0.125, 0.098, 0.055, 0.077, 0.063, 0.063, 0.057, -0.092, -0.195, -0.210, -0.458, -0.035, 0.050, 0.090, 0.080, 0.069, 0.127, 0.116, 0.137, 0.075, 0.080, 0.083, 0.082, 0.030, -0.153, -0.182, -0.186, -0.389, -0.043, 0.027, 0.091, 0.099, 0.082, 0.119, 0.089, 0.130, 0.058, 0.071, 0.065, 0.068, 0.066, -0.129, -0.183, -0.217, -0.447, -0.054, 0.043, 0.075, 0.068, 0.092, 0.120, 0.117, 0.144, 0.055, 0.070, 0.072, 0.068, 0.081, -0.103, -0.160, -0.200, -0.413, -0.051, 0.034, 0.079, 0.083, 0.079, 0.121, 0.095, 0.132, 0.074, 0.066, 0.050, 0.078, 0.075, -0.135, -0.191, -0.180, -0.390, -0.062, 0.022, 0.083, 0.086, 0.085, 0.116, 0.128, 0.123, 0.047, 0.071, 0.086, 0.065, 0.037, -0.107, -0.168, -0.246, -0.222, -0.042, -0.201, -0.235, -0.193, -0.098, 0.069, 0.087, 0.080, 0.125, 0.110, 0.122, 0.125, 0.100, 0.108, 0.120, 0.111, 0.089, 0.074, 0.069, 0.093]
}